(1)
ORCA calculation (wB97M-V/def2-TZVPD) on a cluster of 11 separate species, C54H116F18N5O22 in total at a distorted geometry.

The value obtained for the electronic energy is -5852.47798 Ha. The calculation puts the largest force on an atom at 5.75 eV/Å. The HOMO-LUMO gap comes out at 1.04 eV. The value obtained for the energy above the lowest of the compared OMol25 structures with the same formula, charge and spin is 443.6 kcal/mol. The multiplicity is 1. As for the net charge: -1. The LUMO energy is -1.31 eV. The molecular weight comes out at 1529.5 g mol⁻¹. The calculation puts the HOMO energy at -2.349 eV.

Each line ends with the Mulliken charge.
Atoms and positions in Å:
C (7.63, 0.96, 12.89)  -0.114
O (7.42, 1.46, 14.26)  -0.263
O (8.95, 1.38, 12.54)  -0.897
C (7.24, -0.56, 12.78)  0.860
F (7.15, -1.19, 13.98)  -0.294
F (5.97, -0.62, 12.29)  -0.295
F (8.05, -1.24, 11.96)  -0.263
C (6.11, 1.65, 14.73)  -0.115
C (6.03, 2.69, 15.86)  -1.222
H (5.05, 3.12, 16.07)  0.369
H (6.47, 2.25, 16.76)  0.272
H (6.63, 3.59, 15.70)  0.323
H (5.65, 0.72, 15.06)  0.235
H (5.40, 2.13, 14.06)  0.240
H (6.95, 1.52, 12.26)  0.165
C (-5.98, -3.06, -0.63)  -0.320
O (-7.28, -2.61, -0.40)  -0.225
O (-5.24, -2.24, 0.27)  -0.880
C (-5.76, -4.59, -0.75)  0.887
F (-4.56, -4.86, -1.29)  -0.289
F (-5.77, -5.16, 0.49)  -0.288
F (-6.65, -5.23, -1.50)  -0.283
C (-8.20, -2.58, -1.47)  -0.199
C (-9.59, -2.55, -0.82)  -1.207
H (-9.88, -3.57, -0.55)  0.268
H (-9.67, -1.83, -0.01)  0.297
H (-10.28, -2.15, -1.56)  0.380
H (-8.05, -3.30, -2.28)  0.349
H (-8.12, -1.62, -1.96)  0.283
H (-5.79, -2.69, -1.64)  0.229
C (0.30, 4.13, 7.52)  -0.162
O (1.55, 4.34, 6.90)  -0.174
O (-0.62, 3.86, 6.44)  -0.876
C (0.29, 3.09, 8.76)  0.821
F (-0.96, 2.62, 9.05)  -0.301
F (1.08, 2.01, 8.65)  -0.276
F (0.60, 3.78, 9.84)  -0.263
C (2.63, 4.78, 7.83)  -0.067
C (3.91, 4.84, 6.99)  -1.320
H (4.15, 3.86, 6.58)  0.277
H (3.98, 5.58, 6.19)  0.326
H (4.75, 5.05, 7.65)  0.405
H (2.95, 4.00, 8.52)  0.228
H (2.49, 5.77, 8.26)  0.254
H (0.06, 5.10, 7.93)  0.134
C (-9.12, 5.31, 0.39)  -0.080
O (-7.98, 5.10, -0.48)  -0.251
O (-8.92, 4.51, 1.53)  -0.900
C (-9.31, 6.87, 0.60)  0.700
F (-9.60, 7.49, -0.55)  -0.277
F (-10.24, 7.13, 1.60)  -0.279
F (-8.14, 7.45, 1.01)  -0.287
C (-8.14, 5.18, -1.91)  -0.102
C (-6.78, 4.73, -2.41)  -1.258
H (-6.80, 4.70, -3.50)  0.416
H (-5.96, 5.36, -2.06)  0.307
H (-6.68, 3.66, -2.23)  0.280
H (-8.36, 6.19, -2.26)  0.237
H (-8.87, 4.45, -2.24)  0.283
H (-10.01, 5.08, -0.19)  0.210
C (-0.43, 10.58, -5.64)  -0.108
O (-1.73, 11.09, -5.73)  -0.220
O (0.31, 11.62, -6.25)  -0.917
C (0.05, 9.97, -4.22)  0.761
F (-0.63, 8.87, -4.03)  -0.251
F (1.43, 9.73, -4.12)  -0.275
F (-0.28, 10.81, -3.18)  -0.286
C (-2.84, 10.19, -5.44)  -0.114
C (-3.98, 10.62, -6.26)  -1.293
H (-3.84, 10.42, -7.33)  0.289
H (-4.86, 10.12, -5.87)  0.391
H (-4.10, 11.70, -6.19)  0.294
H (-3.19, 10.27, -4.41)  0.256
H (-2.67, 9.14, -5.64)  0.291
H (-0.31, 9.75, -6.33)  0.184
C (8.11, 4.86, -7.58)  -0.189
O (8.79, 4.73, -6.35)  -0.218
O (8.56, 6.09, -8.16)  -0.883
C (8.26, 3.48, -8.39)  0.784
F (9.49, 3.00, -8.66)  -0.315
F (7.73, 2.45, -7.72)  -0.303
F (7.64, 3.63, -9.55)  -0.275
C (8.12, 4.13, -5.26)  0.002
C (9.19, 4.08, -4.20)  -1.327
H (8.79, 3.57, -3.33)  0.405
H (10.19, 3.76, -4.49)  0.320
H (9.30, 5.05, -3.71)  0.304
H (7.70, 3.14, -5.43)  0.219
H (7.43, 4.80, -4.74)  0.242
H (7.05, 4.98, -7.36)  0.234
C (1.66, 1.29, -1.51)  -0.764
O (1.98, 1.48, -0.18)  -0.357
C (3.16, 0.86, 0.27)  -0.554
C (3.23, 1.00, 1.83)  -0.537
N (1.95, 0.25, 2.41)  -0.222
H (1.62, 0.80, 3.19)  0.412
H (1.28, 0.33, 1.66)  0.336
C (2.10, -1.18, 2.90)  -0.686
C (3.34, -1.34, 3.72)  -0.579
O (4.38, -1.55, 2.80)  -0.341
C (5.74, -1.57, 3.47)  -0.864
H (2.58, 1.20, -2.10)  0.325
H (0.95, 2.02, -1.90)  0.274
H (1.14, 0.34, -1.63)  0.309
H (4.12, 1.22, -0.09)  0.445
H (3.14, -0.21, 0.05)  0.383
H (3.07, 2.04, 2.12)  0.446
H (4.13, 0.66, 2.34)  0.288
H (2.09, -1.73, 1.96)  0.344
H (1.17, -1.37, 3.43)  0.420
H (3.41, -2.29, 4.24)  0.421
H (3.60, -0.48, 4.34)  0.481
H (6.56, -1.46, 2.76)  0.316
H (5.90, -2.36, 4.20)  0.328
H (5.88, -0.68, 4.07)  0.368
C (-1.18, 4.90, -11.62)  -0.701
O (-1.89, 5.25, -12.78)  -0.330
C (-2.93, 6.19, -12.56)  -0.649
C (-3.40, 6.69, -13.93)  -0.532
N (-4.05, 5.50, -14.70)  -0.205
H (-3.38, 4.75, -14.67)  0.389
H (-4.86, 5.08, -14.26)  0.402
C (-4.40, 5.83, -16.20)  -0.867
C (-5.58, 6.77, -16.47)  -0.334
O (-6.77, 6.13, -15.95)  -0.325
C (-7.93, 6.90, -16.14)  -0.802
H (-0.72, 5.77, -11.14)  0.316
H (-0.44, 4.21, -12.01)  0.211
H (-1.91, 4.38, -11.00)  0.324
H (-2.53, 7.01, -11.95)  0.481
H (-3.70, 5.67, -11.99)  0.371
H (-2.50, 6.85, -14.52)  0.350
H (-4.05, 7.56, -13.90)  0.367
H (-4.71, 4.82, -16.45)  0.422
H (-3.45, 6.07, -16.68)  0.405
H (-5.67, 6.72, -17.56)  0.379
H (-5.25, 7.74, -16.10)  0.408
H (-7.77, 7.97, -16.02)  0.338
H (-8.67, 6.71, -15.36)  0.287
H (-8.46, 6.76, -17.08)  0.296
C (5.92, -9.78, 9.79)  -0.780
O (5.63, -9.85, 11.23)  -0.330
C (4.59, -8.98, 11.66)  -0.499
C (4.45, -9.26, 13.19)  -0.627
N (4.38, -10.83, 13.46)  -0.183
H (3.61, -11.27, 12.98)  0.407
H (5.17, -11.21, 12.95)  0.490
C (4.36, -11.43, 14.83)  -0.677
C (4.88, -12.82, 14.85)  -0.564
O (6.09, -12.80, 14.17)  -0.338
C (6.80, -14.02, 14.24)  -0.754
H (6.50, -10.66, 9.51)  0.282
H (6.64, -9.00, 9.55)  0.300
H (5.07, -9.66, 9.12)  0.326
H (3.61, -9.17, 11.23)  0.369
H (4.81, -7.93, 11.46)  0.433
H (3.52, -8.85, 13.60)  0.381
H (5.33, -8.79, 13.63)  0.342
H (3.30, -11.41, 15.09)  0.385
H (4.93, -10.84, 15.55)  0.319
H (4.11, -13.49, 14.46)  0.382
H (5.00, -13.16, 15.88)  0.459
H (7.57, -14.12, 13.48)  0.257
H (6.12, -14.87, 14.09)  0.332
H (7.20, -14.05, 15.25)  0.289
C (6.76, -2.39, -12.75)  -0.820
O (5.39, -2.56, -12.51)  -0.308
C (4.70, -2.64, -13.75)  -0.542
C (3.23, -2.93, -13.46)  -0.697
N (2.67, -1.83, -12.53)  -0.153
H (3.44, -1.59, -11.91)  0.394
H (2.42, -1.08, -13.16)  0.385
C (1.36, -2.18, -11.83)  -0.720
C (1.78, -2.76, -10.45)  -0.475
O (2.62, -1.89, -9.75)  -0.342
C (3.28, -2.55, -8.71)  -0.773
H (7.01, -1.58, -13.44)  0.337
H (7.27, -3.30, -13.06)  0.317
H (7.18, -2.12, -11.78)  0.270
H (5.10, -3.39, -14.43)  0.443
H (4.82, -1.65, -14.17)  0.365
H (3.07, -3.89, -12.95)  0.349
H (2.64, -2.92, -14.37)  0.426
H (0.80, -2.77, -12.56)  0.371
H (1.02, -1.15, -11.74)  0.393
H (2.28, -3.69, -10.72)  0.343
H (0.92, -2.98, -9.81)  0.503
H (3.82, -1.75, -8.21)  0.282
H (4.00, -3.28, -9.10)  0.318
H (2.63, -2.99, -7.95)  0.335
C (-4.73, -6.26, 8.11)  -0.759
O (-5.75, -5.33, 8.01)  -0.356
C (-5.66, -4.52, 6.84)  -0.630
C (-6.93, -3.61, 6.73)  -0.607
N (-8.11, -4.47, 6.97)  -0.039
H (-7.76, -5.36, 7.29)  0.344
H (-8.70, -4.11, 7.71)  0.372
C (-9.08, -4.72, 5.80)  -0.794
C (-8.86, -6.09, 5.10)  -0.512
O (-8.81, -7.16, 6.10)  -0.358
C (-8.64, -8.43, 5.49)  -0.789
H (-4.87, -7.01, 8.89)  0.249
H (-3.79, -5.74, 8.23)  0.321
H (-4.64, -6.79, 7.16)  0.328
H (-5.71, -5.09, 5.91)  0.336
H (-4.73, -3.97, 6.72)  0.542
H (-7.01, -3.18, 5.73)  0.362
H (-6.96, -2.88, 7.53)  0.364
H (-9.03, -3.90, 5.09)  0.427
H (-10.01, -4.53, 6.34)  0.380
H (-8.04, -6.00, 4.39)  0.424
H (-9.76, -6.29, 4.53)  0.476
H (-8.80, -9.23, 6.21)  0.280
H (-7.61, -8.59, 5.16)  0.316
H (-9.20, -8.63, 4.57)  0.321

=====

(2)
ORCA calculation (wB97M-V/def2-TZVPD) on a structure of composition C6H10O2 at a distorted geometry.

The value obtained for the electronic energy is -384.78335 Ha. The calculation puts the largest force on an atom at 7.89 eV/Å. The HOMO-LUMO gap comes out at 3.71 eV. The value obtained for the energy above the lowest of the compared OMol25 structures with the same formula, charge and spin is 200.2 kcal/mol. The multiplicity is 1. As for the net charge: 0. The LUMO energy is -3.45 eV. The molecular weight comes out at 114.1 g mol⁻¹. The calculation puts the HOMO energy at -7.162 eV.

Each line ends with the Mulliken charge.
Atoms and positions in Å:
C (-0.28, 0.60, -0.32)  -0.192
C (1.00, 1.21, 0.36)  -0.316
C (2.18, 1.29, -0.39)  -0.546
C (2.50, -0.04, -0.25)  -0.405
C (1.55, -1.02, 0.21)  -0.221
C (0.33, -0.28, 0.65)  -0.232
H (0.08, 0.30, -1.32)  0.195
H (0.48, 2.06, 0.90)  0.453
H (2.73, 2.18, -0.61)  0.435
H (3.49, -0.28, -0.25)  0.446
H (1.84, -2.01, 0.64)  0.385
H (-0.19, -0.70, 1.45)  0.429
H (-1.35, 0.77, -0.48)  0.475
H (-3.99, 0.06, 0.74)  0.178
O (-2.99, 0.04, 0.72)  -0.977
H (-2.74, -0.70, -0.40)  0.404
H (-2.35, -2.13, -0.55)  0.265
O (-2.27, -1.36, -1.12)  -0.775